(1)
A cluster of 3 separate species, C14H38N4O2P in total, computed with ωB97M-V/def2-TZVPD.

```
59
Properties=species:S:1:pos:R:3:forces:R:3
P -1.613 -0.676 -2.580 -0.4 0.0 0.0
O 0.567 1.343 -0.424 0.2 -0.7 0.3
O -0.270 -0.642 -0.161 -0.5 0.6 0.4
N -3.730 0.653 -1.482 0.4 0.2 -0.3
N 0.673 0.280 -0.844 0.0 0.4 -0.6
N 4.469 2.738 -2.473 0.0 0.0 0.0
N -3.335 -2.329 2.489 0.0 0.0 -0.2
C 4.456 1.359 -0.312 -0.1 0.0 0.0
C -1.022 -1.451 -1.024 0.5 -0.4 0.2
C -4.386 -3.322 2.312 -0.1 -0.1 -0.1
C -2.647 0.025 2.194 -0.2 0.1 -0.2
C -2.454 -2.533 3.633 0.1 0.0 0.1
C 3.707 2.173 -1.378 -0.1 -0.1 0.1
C 5.213 1.781 -3.275 0.0 -0.1 0.0
C -3.412 -0.404 -2.419 0.0 0.1 0.4
C -2.977 -2.142 5.020 0.0 -0.1 0.0
C 5.220 3.946 -2.170 0.0 0.2 0.0
C 4.345 0.663 -3.831 0.0 0.0 0.0
C 6.471 3.822 -1.293 0.0 0.0 0.0
C -5.563 -3.316 3.292 0.0 0.0 0.0
C -3.796 -0.966 2.290 0.0 0.1 0.1
H -6.366 -3.942 2.900 0.0 0.0 0.0
H 3.954 0.015 -3.044 0.0 0.0 0.0
H 3.749 0.756 0.263 0.0 0.0 0.0
H -2.141 -2.069 5.717 0.0 0.0 0.0
H -3.479 -1.174 5.010 0.0 0.0 0.0
H 5.647 2.333 -4.112 0.0 0.0 0.0
H -3.917 -4.309 2.321 0.0 0.0 0.0
H -3.718 1.562 -1.926 -0.1 0.0 0.0
H -4.783 -3.193 1.298 0.0 0.1 0.0
H -5.971 -2.316 3.438 0.0 0.0 0.0
H -3.033 1.010 1.919 0.0 0.0 0.0
H -3.118 0.701 -0.675 -0.2 -0.2 0.2
H 2.933 1.533 -1.812 0.0 0.0 -0.1
H -1.311 -1.506 -3.656 0.1 -0.1 -0.1
H 7.049 4.745 -1.351 0.0 0.0 0.0
H -2.160 -3.585 3.635 -0.1 0.0 0.0
H 4.532 4.662 -1.713 0.0 0.0 0.0
H -1.939 -0.298 1.431 0.1 0.0 0.1
H 3.506 1.072 -4.397 0.0 0.0 0.0
H 5.180 0.675 -0.757 0.0 0.0 0.0
H -0.514 -2.387 -1.270 0.0 0.0 -0.1
H -4.502 -0.620 3.059 0.0 0.0 0.0
H -1.530 -1.981 3.447 0.0 0.0 0.0
H -1.931 -1.705 -0.467 0.0 -0.1 0.0
H -5.288 -3.719 4.265 0.0 0.0 0.0
H -3.822 -0.198 -3.405 -0.1 -0.1 0.0
H -3.809 -1.348 -2.037 -0.1 -0.1 -0.3
H 4.936 0.037 -4.500 0.0 0.0 0.0
H -2.102 0.145 3.128 0.0 0.0 0.0
H 6.224 3.663 -0.244 0.0 0.0 0.0
H -4.351 -0.955 1.345 -0.1 0.0 0.0
H 6.059 1.332 -2.731 0.0 0.0 0.0
H -3.669 -2.878 5.424 -0.1 0.0 0.0
H 5.511 4.389 -3.127 0.0 -0.1 0.0
H -1.012 0.555 -2.823 0.1 0.0 -0.1
H 3.162 2.988 -0.894 0.1 0.1 0.0
H 4.982 1.994 0.398 0.1 0.0 0.0
H 7.121 3.010 -1.620 0.0 0.0 0.0
```
Forces are in eV/Å.

Values from the calculation:
total charge: +1
orbital gap: 5.7 eV
multiplicity: 1
HOMO level: -10.06 eV
LUMO level: -0.16079 Eh
ΔE to the lowest compared entry with this formula, charge and spin: 0.0 kcal/mol

(2)
A cluster of 3 separate species, C14H38NO2P2 in total in a non-equilibrium geometry, computed with ωB97M-V/def2-TZVPD.

```
57
Properties=species:S:1:pos:R:3:forces:R:3
P 1.249 -0.502 -2.123 0.6 0.6 1.0
P 0.809 -0.558 -4.301 2.2 2.1 -3.0
O -1.699 4.035 2.652 0.2 0.0 -0.1
O 3.246 -3.268 -2.628 0.1 0.6 -0.1
N 1.859 0.465 -5.008 -1.2 -1.9 0.8
C -2.756 4.483 4.770 -0.3 -0.1 0.0
C -0.318 3.896 4.622 0.2 -0.2 0.0
C 3.095 -0.208 -1.985 1.2 -0.3 -0.2
C -0.244 -0.343 0.914 -0.3 -0.1 -0.1
C 2.626 -4.602 -0.719 0.1 0.2 0.2
C 3.429 -4.544 -2.009 -0.6 -0.5 0.1
C -3.337 0.681 1.296 -1.2 0.7 -1.0
C 3.009 -5.642 -2.973 0.2 0.0 -0.2
C -3.435 2.240 0.885 -0.1 -0.1 0.5
C -1.540 -1.088 0.351 -0.5 0.2 0.6
C 0.153 0.996 0.146 0.4 -0.5 0.5
C 0.171 0.882 -1.443 0.3 0.9 0.1
C -1.702 3.671 4.033 0.2 0.6 0.3
C -2.780 -0.137 0.036 -0.5 -0.7 0.4
H 3.384 0.699 -1.369 -0.8 -1.0 -0.7
H 0.619 -1.098 0.896 -1.0 1.1 0.1
H 1.954 -5.535 -3.249 0.0 0.0 0.2
H -4.422 0.351 1.472 1.7 0.2 -0.1
H 2.931 -3.802 -0.039 0.1 -0.1 0.0
H 3.156 -6.631 -2.534 0.0 0.1 -0.1
H 4.494 -4.642 -1.783 -0.1 0.2 -0.1
H 2.306 -3.174 -2.833 0.2 -0.4 0.0
H 2.760 -5.560 -0.212 -0.1 0.1 0.0
H -1.477 4.975 2.593 0.0 -0.2 0.1
H -0.026 4.947 4.540 -0.1 0.0 0.1
H -0.538 1.845 0.448 0.7 -1.1 -0.6
H -3.743 4.319 4.330 0.1 -0.1 0.1
H 3.646 -1.119 -1.560 -1.2 1.1 -0.6
H -3.630 -0.825 -0.315 1.3 1.0 0.3
H -1.886 -1.803 1.181 0.5 0.9 -1.3
H -2.452 2.756 1.140 -1.5 -0.5 -0.5
H -2.767 0.514 2.261 -0.5 0.3 -1.2
H -0.512 -0.024 -4.462 0.2 -0.8 0.7
H -2.795 4.211 5.827 0.0 0.1 -0.1
H 0.923 -1.896 -4.828 -0.7 0.4 0.8
H 0.624 1.860 -1.842 -0.5 -1.5 0.3
H -4.279 2.771 1.453 1.4 -0.8 -0.6
H 3.587 -5.581 -3.899 0.0 0.0 0.1
H -3.694 2.378 -0.223 0.5 -0.4 1.5
H -1.955 2.608 4.084 0.0 0.1 -0.2
H 0.430 3.314 4.077 -0.1 0.0 0.1
H -2.546 5.554 4.692 0.1 -0.1 0.1
H -0.286 3.607 5.676 0.0 0.1 -0.1
H 1.557 -4.461 -0.918 0.0 -0.2 -0.1
H -0.847 0.788 -1.935 1.2 -0.1 0.8
H 0.914 -1.780 -1.580 0.1 0.7 0.0
H 2.385 -0.051 -5.732 -0.1 0.5 0.5
H -1.320 -1.739 -0.558 -0.1 0.8 1.0
H 1.197 1.293 0.524 -1.4 -0.3 -0.7
H 3.522 -0.063 -3.041 -0.9 -0.1 1.3
H -0.434 -0.067 2.011 0.4 -0.4 -1.6
H -2.615 0.605 -0.808 0.1 -1.0 1.0
```
Forces are in eV/Å.

Values from the calculation:
total charge: +1
orbital gap: 9.1 eV
multiplicity: 1
HOMO level: -12.36 eV
LUMO level: -0.12058 Eh

Among the records above, which one has the lowest HOMO level?
C14H38NO2P2

Look up the LUMO level of the first one.
-0.16079 Eh

Number 2 is which compound?
C14H38NO2P2